{"formula": "C35H35N7", "method": "ωB97M-V with the def2-TZVPD basis set", "multiplicity": 1, "charge": 0, "smiles": "c1ccncc1.c1ccncc1.c1ccncc1.c1ccncc1.c1ccncc1.c1ccncc1.c1ccncc1", "de_lowest_ev": 2.5374, "molar_mass_da": 553.7, "species": ["N", "C", "C", "C", "C", "C", "H", "H", "H", "H", "H", "N", "C", "C", "C", "C", "C", "H", "H", "H", "H", "H", "N", "C", "C", "C", "C", "C", "H", "H", "H", "H", "H", "N", "C", "C", "C", "C", "C", "H", "H", "H", "H", "H", "N", "C", "C", "C", "C", "C", "H", "H", "H", "H", "H", "N", "C", "C", "C", "C", "C", "H", "H", "H", "H", "H", "N", "C", "C", "C", "C", "C", "H", "H", "H", "H", "H"], "coordinates": [[-0.56323, -2.99946, -6.96949], [-0.13543, -1.88965, -6.37122], [-0.72901, -1.24363, -5.31790], [-1.98619, -1.78232, -4.88008], [-2.47479, -2.89981, -5.50297], [-1.74674, -3.54414, -6.51004], [0.68476, -1.33200, -6.79868], [-0.25805, -0.40518, -4.82637], [-2.56079, -1.23303, -4.14897], [-3.33968, -3.40890, -5.10398], [-2.10757, -4.44576, -6.98256], [-0.72669, -5.82033, -4.48182], [-1.90347, -5.62608, -3.80383], [-2.05315, -4.70767, -2.67279], [-0.90244, -4.02405, -2.29050], [0.30432, -4.25087, -2.98819], [0.30832, -5.06178, -4.10621], [-2.67639, -6.33281, -4.06749], [-3.02105, -4.48948, -2.24623], [-0.71396, -3.38736, -1.43873], [1.16971, -3.63902, -2.78051], [1.21765, -5.25418, -4.65621], [0.57773, 3.08226, 4.70125], [0.72368, 2.11092, 3.78559], [-0.05719, 0.89847, 3.74445], [-0.91575, 0.72054, 4.84626], [-0.92113, 1.55033, 5.92072], [-0.24209, 2.78334, 5.75392], [1.36149, 2.42375, 2.97213], [-0.15260, 0.29214, 2.85582], [-1.65074, -0.07077, 4.85032], [-1.49831, 1.44915, 6.82793], [-0.34630, 3.55233, 6.50506], [-1.52467, 6.16870, 0.02956], [-2.23327, 7.30999, 0.04948], [-1.92824, 8.33490, 0.94147], [-1.00170, 8.08449, 1.98370], [-0.29504, 6.85651, 2.00564], [-0.67902, 5.90425, 1.07682], [-2.83514, 7.38621, -0.84403], [-2.48023, 9.26120, 0.88093], [-0.82023, 8.87073, 2.70153], [0.38944, 6.59494, 2.79902], [-0.26248, 4.90896, 1.12466], [0.54494, 1.01173, -2.74778], [0.03154, 2.17660, -2.18765], [-0.55184, 2.20823, -0.89397], [-0.59181, 0.98684, -0.17679], [-0.11147, -0.22291, -0.75248], [0.47850, -0.12656, -1.97610], [0.00183, 3.04028, -2.83540], [-0.96089, 3.05393, -0.36118], [-0.93234, 0.95279, 0.84756], [-0.07207, -1.11331, -0.14254], [0.92960, -1.06196, -2.27266], [4.71291, 2.80941, 1.63863], [4.05891, 1.86481, 2.32771], [3.31041, 0.89376, 1.67186], [3.31836, 0.84311, 0.26895], [4.04601, 1.73266, -0.43183], [4.78172, 2.63443, 0.28172], [3.89279, 1.95605, 3.39095], [2.63194, 0.25080, 2.21286], [2.63311, 0.13743, -0.17697], [3.99617, 1.69222, -1.50992], [5.44974, 3.34077, -0.18863], [0.02325, -2.96203, 3.05687], [-0.10540, -3.90210, 2.12202], [-0.27815, -5.24124, 2.34320], [-0.22727, -5.65550, 3.68902], [0.03136, -4.73733, 4.67703], [0.20000, -3.41646, 4.31098], [-0.01248, -3.48145, 1.13166], [-0.49433, -5.87372, 1.49489], [-0.28877, -6.71807, 3.87224], [0.19413, -5.10405, 5.67974], [0.36556, -2.66468, 5.06849]], "mulliken_charge": [-0.622, -0.396, -0.247, -0.279, -0.299, -0.328, 0.378, 0.515, 0.423, 0.470, 0.377, -0.553, -0.308, -0.826, 0.388, -0.226, -0.396, 0.410, 0.431, 0.306, 0.408, 0.386, -0.520, -0.529, -0.040, -0.595, -0.423, -0.296, 0.748, 0.432, 0.427, 0.391, 0.362, -0.406, -0.262, -0.395, -0.217, -0.583, 0.075, 0.365, 0.341, 0.375, 0.381, 0.335, -0.524, -0.657, -0.648, -0.111, -0.171, -0.249, 0.474, 0.582, 0.447, 0.266, 0.597, -0.606, -0.339, -0.491, -0.145, -0.462, -0.233, 0.446, 0.567, 0.489, 0.393, 0.397, -0.191, 0.123, -0.669, -0.192, -0.623, -0.180, 0.204, 0.413, 0.364, 0.356, 0.396]}